# C2H14N2O3

4 unconnected molecules or ions with the total composition C2H14N2O3 at a distorted geometry (the ωB97M-V functional and the def2-TZVPD basis, the OMol25 dataset).

Structure (XYZ):
```
21
Properties=species:S:1:pos:R:3
N 0.00652 -1.74815 0.21081
C -0.43638 -0.76249 1.22986
C 0.49135 0.45681 1.19442
N 0.02456 1.37937 2.21746
H -0.11330 -2.67023 0.58518
H 0.93740 -1.49957 -0.06415
H -0.37308 -1.18536 2.23316
H -1.42329 -0.38310 0.96768
H 1.51108 0.14508 1.38839
H 0.30622 0.93743 0.23674
H -0.29791 0.90378 3.04460
H 0.65367 2.13146 2.43403
O -1.26855 4.04852 0.14069
H -0.97383 3.80441 1.02654
H -1.70385 3.26453 -0.20518
O -0.00338 -3.21188 -2.79299
H -0.44184 -3.09316 -1.94202
H 0.73322 -2.59723 -2.68178
O 0.97420 -0.27399 -2.92543
H 1.11468 0.11038 -3.79519
H 0.28251 0.24340 -2.50283
```

Values from the calculation:
- Frontier orbital gap: 10.133 eV
- Energy relative to the best compared isomer or geometry (same formula, charge and spin): 100.6 kJ/mol
- Net charge: 0
- Molecular weight: 114.145 g/mol
- Spin multiplicity: 1